[1]
# C4H10N3S

The ion C4H10N3S with charge +1 in a non-equilibrium geometry (ωB97M-V with the def2-TZVPD basis set, the Open Molecules 2025 dataset).

```
! RIJCOSX wB97M-V def2-TZVPD def2/J DEFGRID3
* xyz 1 1
C 0.320 -1.587 0.098
C 1.645 -1.410 -0.009
C -0.293 0.514 0.970
C -2.070 -0.666 -0.223
N -0.043 2.135 -0.772
N -0.200 1.782 0.548
N -0.704 -0.656 0.409
S 2.733 -0.091 0.132
H -0.010 -2.597 -0.064
H 2.288 -2.264 -0.200
H 0.086 0.319 2.041
H -2.082 -1.344 -1.112
H -2.599 -1.207 0.532
H -2.563 0.283 -0.513
H -0.156 3.114 -0.718
H 3.699 -0.309 -0.897
H -0.026 2.525 1.203
H -0.026 1.460 -1.425
*
```

The total energy is -19605.3885 eV. The calculation puts the energy above the lowest of the compared OMol25 structures with the same formula, charge and spin at 3.9633 eV. As for the HOMO-LUMO gap (alpha / beta): 7.92 / 7.92 eV.

Atom-resolved charges from Löwdin, all expressed in e: number 1, C, carries -0.15; number 2, C, carries -0.54; number 3, C, carries -0.11; number 4, C, carries 0.01; number 5, N, carries 0.15; number 6, N, carries 0.03; number 7, N, carries -0.14; number 8, S, carries 0.75; number 9, H, carries 0.12; number 10, H, carries 0.06; number 11, H, carries 0.19; number 12, H, carries 0.11; number 13, H, carries 0.08; number 14, H, carries 0.11; number 15, H, carries 0.12; number 16, H, carries -0.05; number 17, H, carries 0.18; number 18, H, carries 0.07

[2]
# C4H10N3S

The ion C4H10N3S with charge +1 in a non-equilibrium geometry (ωB97M-V with the def2-TZVPD basis set, the Open Molecules 2025 dataset).

```
! RIJCOSX wB97M-V def2-TZVPD def2/J DEFGRID3
* xyz 1 1
C 1.571 0.360 0.034
C -2.114 -0.759 -0.184
C -1.864 0.509 0.538
C -0.935 0.112 -0.622
N 1.495 1.662 -0.193
N 0.316 -0.542 -0.439
N 0.414 -1.841 0.033
S 2.954 -0.445 0.605
H -2.057 -1.694 0.290
H -3.036 -0.596 -0.890
H -2.467 1.407 0.367
H -1.550 0.475 1.507
H -0.870 0.773 -1.443
H 0.747 2.096 -0.732
H 1.977 2.427 0.233
H 0.450 -1.953 1.081
H 3.946 0.521 0.186
H 1.025 -2.513 -0.371
*
```

The total energy is -19605.6113 eV. The calculation puts the energy above the lowest of the compared OMol25 structures with the same formula, charge and spin at 3.7406 eV. As for the HOMO-LUMO gap: 8.79 eV.

Atom-resolved charges from Löwdin, all expressed in e: number 1, C, carries -0.57; number 2, C, carries -0.08; number 3, C, carries -0.09; number 4, C, carries -0.27; number 5, N, carries 0.15; number 6, N, carries -0.12; number 7, N, carries 0.01; number 8, S, carries 0.93; number 9, H, carries 0.09; number 10, H, carries 0.15; number 11, H, carries 0.12; number 12, H, carries 0.07; number 13, H, carries 0.12; number 14, H, carries 0.13; number 15, H, carries 0.13; number 16, H, carries 0.13; number 17, H, carries -0.01; number 18, H, carries 0.09

[3]
# C4H10N3S

The ion C4H10N3S with charge +1 in a non-equilibrium geometry (ωB97M-V with the def2-TZVPD basis set, the Open Molecules 2025 dataset).

```
! RIJCOSX wB97M-V def2-TZVPD def2/J DEFGRID3
* xyz 1 1
C 0.686 1.123 0.418
C -0.696 1.593 0.945
C -0.825 -0.775 -0.203
C 1.616 -0.984 -0.533
N -1.455 -3.012 0.302
N -1.062 -1.952 -0.036
N 0.413 -0.044 -0.540
S -1.729 1.653 -0.515
H 1.194 1.904 -0.131
H 1.260 0.652 1.264
H -1.139 0.899 1.619
H -0.748 2.590 1.448
H -1.404 2.866 -0.783
H 1.922 -0.901 0.496
H 1.329 -1.974 -0.771
H 2.377 -0.575 -1.155
H -1.852 -3.587 -0.450
H 0.113 0.525 -1.375
*
```

The total energy is -19604.3174 eV. The calculation puts the energy above the lowest of the compared OMol25 structures with the same formula, charge and spin at 5.0344 eV. As for the HOMO-LUMO gap (alpha / beta): 9.21 / 9.21 eV.

Atom-resolved charges from Löwdin, all expressed in e: number 1, C, carries -0.15; number 2, C, carries -0.48; number 3, C, carries -0.10; number 4, C, carries 0.06; number 5, N, carries 0.18; number 6, N, carries -0.08; number 7, N, carries -0.16; number 8, S, carries 0.85; number 9, H, carries 0.14; number 10, H, carries 0.14; number 11, H, carries 0.07; number 12, H, carries 0.11; number 13, H, carries -0.13; number 14, H, carries 0.09; number 15, H, carries 0.09; number 16, H, carries 0.10; number 17, H, carries 0.13; number 18, H, carries 0.14